[1]
The following is a DFT calculation (ωB97M-V/def2-TZVPD) of 6 unconnected molecules or ions with the total composition C20H57N12O9P3 at a distorted geometry.

Cartesian coordinates (Å):
N 1.094761 0.837396 -0.844182
O 1.629553 0.923674 0.227865
O 1.585347 1.369175 -1.830131
O 0.011087 0.366793 -0.945255
N 1.403120 4.334569 0.022384
O 0.507942 4.327377 -0.768425
O 1.399578 3.762115 1.074971
O 2.505549 4.762681 -0.327420
O 0.171839 2.218817 3.527307
P -1.306306 2.190274 3.814980
N -1.822966 0.774018 4.643129
C -0.908631 -0.054271 5.444130
C -3.288136 0.458888 4.973452
N -2.264541 2.324264 2.434029
C -2.524813 1.123543 1.572400
C -2.290040 3.595927 1.713815
N -1.868052 3.498391 4.704892
C -1.023835 4.143636 5.674134
C -3.264694 3.943288 4.827035
H -1.338062 -0.954255 5.884264
H -0.596490 0.659760 6.206252
H -0.004128 -0.360287 4.918462
H -3.651866 -0.564296 4.879140
H -3.992645 0.949755 4.302024
H -3.524172 0.776826 5.988979
H -2.558221 0.202460 2.154275
H -3.476105 1.199045 1.045683
H -1.779168 1.016158 0.784628
H -1.514899 3.688762 0.953130
H -3.259188 3.663906 1.219625
H -2.200809 4.434841 2.404005
H -0.915997 5.161528 5.299461
H -1.526659 4.213866 6.638681
H -0.109449 3.559632 5.778728
H -3.811575 3.756554 3.902829
H -3.218150 4.994138 5.112770
H -3.875101 3.559899 5.644666
O 1.724207 1.706092 -5.261519
P 1.175682 0.621669 -6.138564
N 1.347265 -0.986336 -5.502543
C 1.782338 -1.154701 -4.087533
C 1.151815 -2.265061 -6.301799
N 1.950019 0.400621 -7.638209
C 3.442232 0.674789 -7.802051
C 1.387472 -0.432786 -8.775152
N -0.547062 0.754672 -6.491182
C -1.466476 0.171620 -5.550096
C -0.992216 1.916313 -7.195673
H 1.049367 -0.761119 -3.383296
H 2.681732 -0.595869 -3.828891
H 1.933918 -2.223493 -3.936464
H 0.284172 -2.057134 -6.927948
H 1.163243 -3.131221 -5.640194
H 2.003567 -2.415980 -6.965004
H 3.874547 1.327825 -7.043923
H 4.028401 -0.240687 -7.882153
H 3.477785 1.156413 -8.779230
H 1.696433 0.007372 -9.723250
H 1.747976 -1.461273 -8.793806
H 0.300517 -0.362027 -8.734881
H -1.300836 0.423514 -4.502615
H -2.426895 0.606855 -5.826245
H -1.365443 -0.902773 -5.703621
H -1.208295 2.762972 -6.544068
H -1.900033 1.673196 -7.747804
H -0.216350 2.219464 -7.898695
O 1.963846 -0.997781 3.423014
P 1.569711 -2.444245 3.243601
N 2.839329 -3.596337 3.000291
C 2.562642 -4.976457 2.624504
C 4.162411 -3.473890 3.695082
N 0.613458 -2.717129 1.825836
C 1.157771 -2.810349 0.471279
C -0.716262 -2.066433 1.812119
N 0.615924 -3.109841 4.477678
C -0.204432 -4.313085 4.322588
C 0.899103 -2.711818 5.893862
H 1.699851 -5.194600 1.995141
H 2.340517 -5.589672 3.497851
H 3.417789 -5.422128 2.116374
H 3.991918 -3.141784 4.719156
H 4.760313 -2.718003 3.185903
H 4.775804 -4.374910 3.692888
H 2.064032 -3.415947 0.464630
H 0.423635 -3.220243 -0.222362
H 1.583103 -1.861346 0.144795
H -0.698616 -1.040920 1.443205
H -1.340480 -2.721074 1.203929
H -1.116384 -2.021195 2.825021
H -1.256442 -4.060704 4.455482
H -0.113728 -4.817875 3.360786
H 0.054279 -5.021443 5.109609
H -0.045647 -2.817596 6.427102
H 1.362250 -1.731606 6.006948
H 1.667417 -3.324671 6.365248
C -2.755691 2.054921 -2.019818
C -1.685790 2.473290 -2.933286
N -0.860237 2.858808 -3.662401
H -2.335345 1.333411 -1.319225
H -3.616467 1.703901 -2.588993
H -2.952739 2.996976 -1.508146

Atoms 1-6, force components in eV/Å:
N 2.6446 3.2269 -0.5853
O 1.6894 -0.7961 2.8410
O 1.4798 0.2311 -2.0234
O -6.1947 -3.4512 -0.3741
N 3.9083 -1.0006 -0.4783
O -4.2202 0.4927 -1.9242

DFT total energy = -3154.30396 Eh
Largest force on an atom = 7.10 eV Å⁻¹
Charge = -2
HOMO = -0.33 eV
LUMO level = 3.86 eV

[2]
The following is a DFT calculation (ωB97M-V/def2-TZVPD) of 8 unconnected molecules or ions with the total composition C20H60N12O8 at a distorted geometry.

Cartesian coordinates (Å):
C -3.669194 0.935322 7.414713
C -2.373544 1.643232 6.928983
C -2.212834 1.691302 5.377423
O -2.145544 0.394252 4.798643
C -2.657114 0.175262 3.545293
N -2.492944 3.035352 7.459203
H -4.647304 1.207142 7.017823
H -3.599054 1.074252 8.493543
H -3.381394 -0.090788 7.185833
H -1.576254 1.174632 7.505923
H -1.370944 2.331632 5.114163
H -3.094514 2.164722 4.945453
H -2.366064 -0.866658 3.411923
H -2.133714 0.779962 2.804703
H -3.732404 0.349142 3.585613
H -3.214214 2.938932 8.159613
H -3.015754 3.479382 6.717843
C -0.162124 -1.581738 1.221673
C 1.279856 -1.246258 0.966593
C 1.838356 -1.637998 -0.355097
O 1.984116 -3.038498 -0.635407
C 3.096456 -3.654048 -0.008367
N 1.284456 0.263932 0.965723
H -0.373154 -2.596188 0.883353
H -0.865254 -1.085088 0.553063
H -0.523614 -1.325488 2.217543
H 1.854676 -1.660748 1.794763
H 2.749746 -1.040208 -0.343627
H 1.245416 -1.248438 -1.182607
H 2.834916 -3.740098 1.046283
H 3.938196 -2.961638 -0.021267
H 3.486076 -4.536448 -0.515977
H 0.635126 0.477462 1.709283
H 2.151786 0.586312 1.370583
C -4.525274 -3.796528 -0.221097
C -4.089234 -2.270428 -0.374627
C -3.306164 -1.946048 -1.675777
O -4.234004 -1.875548 -2.780507
C -3.617064 -1.348078 -3.974067
N -5.286674 -1.436218 -0.153637
H -4.919084 -4.098488 -1.191577
H -5.366634 -4.008058 0.438803
H -3.654034 -4.432108 -0.062707
H -3.457264 -2.070478 0.490673
H -2.467604 -2.635708 -1.772107
H -2.814774 -0.975668 -1.746457
H -3.582674 -0.260068 -3.917827
H -4.106374 -1.736558 -4.867237
H -2.562684 -1.547578 -4.165337
H -5.755234 -1.826888 -0.958587
H -5.850204 -1.863798 0.567273
C -0.283874 0.436902 -3.194877
C 0.881806 -0.101908 -4.044457
C 0.920076 -1.615178 -4.235057
O 2.176636 -1.844288 -4.822297
C 2.432456 -3.128508 -5.386697
N 0.841426 0.445382 -5.351987
H -1.183904 0.449962 -3.809597
H -0.035494 1.440882 -2.850737
H -0.338924 -0.218418 -2.325607
H 1.795816 0.267212 -3.579217
H 0.161836 -1.973778 -4.931177
H 0.738016 -2.211208 -3.340807
H 3.330096 -3.117448 -6.004937
H 1.624626 -3.462228 -6.037957
H 2.543586 -3.908988 -4.633967
H 1.677046 0.073162 -5.780107
H 1.097926 1.416632 -5.247197
C -1.336784 2.330152 -0.531877
O -1.933174 1.321552 -0.334957
N -0.125874 2.484762 -0.176547
N -1.758214 3.409972 -1.037257
H 0.375136 1.702952 0.220773
H 0.259026 3.414812 -0.093127
H -1.261114 4.276922 -1.183547
H -2.693844 3.463252 -1.413907
C 4.763736 -0.721608 -3.122287
O 5.572156 -0.151808 -2.437357
N 4.187896 -1.880348 -2.835817
N 4.348056 -0.286068 -4.287167
H 3.463706 -2.189398 -3.468377
H 4.455976 -2.239268 -1.930607
H 4.833866 0.550732 -4.576757
H 3.608576 -0.762458 -4.783477
C 2.021426 2.950492 3.762213
O 1.917446 1.761582 3.521963
N 1.358086 3.578972 4.662483
N 2.613316 3.713892 2.907573
H 1.621896 4.537012 4.843243
H 0.987936 3.000992 5.403443
H 2.584046 4.720612 2.983393
H 2.786986 3.335152 1.987523
C 3.488706 2.999442 -0.695727
O 3.058866 3.937232 -0.019737
N 4.677706 2.865972 -1.077377
N 2.856536 1.896212 -0.751417
H 5.034206 2.079112 -1.600677
H 5.192576 3.726332 -0.955787
H 3.438446 1.115612 -1.019997
H 2.046276 1.845402 -0.150587

Atoms 1-6, force components in eV/Å:
C 2.1044 -1.1370 -0.3726
C -1.7527 0.8520 0.0463
C -0.3967 -0.6952 0.3273
O 1.4207 0.6691 3.1009
C 0.3279 -0.1280 -0.2890
N 0.2344 -0.1394 -0.9447

DFT total energy = -2056.90399 Eh
Multiplicity = 2
Largest force on an atom = 8.84 eV Å⁻¹
Charge = -1
HOMO (spin up / spin down) = 0.82 / -7.16 eV
Relative energy (zero: lowest compared OMol25 entry of this formula, charge and spin) = 216.4 kJ/mol
LUMO level (spin up / spin down) = 2.23 / 2.19 eV
Expectation value of S² = 0.75